DFT (the ωB97M-V functional and the def2-TZVPD basis) results for 11 unconnected molecules or ions with the total composition C14H50O18 in a non-equilibrium geometry.

Each atom is followed by the atoms it is bonded to, with distances in Å.
Element x y z (Å)
1 O -23.373 -12.076 -13.246  H37 0.957, H78 0.957
2 O -34.926 -2.535 -19.173  C30 1.415, H63 0.960
3 O -33.705 -8.210 -15.840  C26 1.398, H34 0.960
4 O -19.533 -5.022 -20.036  C21 1.395, H41 0.960
5 O -36.457 -7.707 -16.005  C32 1.410, H45 0.960
6 O -28.437 -5.966 -14.121  C29 1.442, H76 0.960
7 O -24.277 -3.460 -7.825  C24 1.408, H38 0.960
8 O -29.825 -1.133 -12.201  H43 0.957, H50 0.957
9 O -28.491 -8.537 -20.036  H49 0.957, H53 0.957
10 O -22.630 -6.219 -6.098  C31 1.407, H54 0.960
11 O -29.961 -15.116 -14.461  C23 1.448, H62 0.960
12 O -20.836 -4.251 -17.237  C22 1.432, H36 0.960
13 O -26.359 -1.165 -18.931  C28 1.412, H61 0.960
14 O -27.739 1.299 -20.043  C20 1.420, H82 0.960
15 O -20.934 -9.948 -10.025  H35 0.957, H57 0.957
16 O -30.267 -13.618 -16.893  C27 1.469, H68 0.960
17 O -33.549 0.015 -19.937  C19 1.403, H47 0.960
18 O -26.000 -7.857 -15.017  C25 1.398, H71 0.960
19 C -34.118 -0.274 -18.687  O17 1.403, C30 1.493, H69 1.090, H70 1.090
20 C -27.645 0.890 -18.686  O14 1.420, C28 1.559, H67 1.090, H73 1.090
21 C -19.059 -5.258 -18.745  O4 1.395, C22 1.572, H40 1.090, H56 1.090
22 C -20.192 -5.453 -17.674  O12 1.432, C21 1.572, H60 1.090, H66 1.090
23 C -29.873 -13.671 -14.428  O11 1.448, C27 1.554, H33 1.090, H65 1.090
24 C -23.363 -4.159 -7.015  O7 1.408, C31 1.554, H75 1.090, H77 1.090
25 C -26.115 -6.753 -14.167  O18 1.398, C29 1.501, H55 1.090, H79 1.090
26 C -34.639 -8.858 -15.025  O3 1.398, C32 1.515, H42 1.090, H51 1.090
27 C -29.346 -13.222 -15.820  O16 1.469, C23 1.554, H52 1.090, H80 1.090
28 C -27.615 -0.661 -18.530  O13 1.412, C20 1.559, H74 1.090, H81 1.090
29 C -27.437 -6.765 -13.457  O6 1.442, C25 1.501, H58 1.090, H64 1.090
30 C -34.143 -1.721 -18.321  O2 1.415, C19 1.493, H44 1.090, H46 1.090
31 C -23.765 -5.622 -6.677  O10 1.407, C24 1.554, H59 1.090, H72 1.090
32 C -35.816 -7.938 -14.770  O5 1.410, C26 1.515, H39 1.090, H48 1.090
33 H -30.914 -13.354 -14.365  C23 1.090
34 H -33.874 -8.309 -16.779  O3 0.960
35 H -20.500 -10.716 -9.651  O15 0.957
36 H -21.524 -4.138 -17.897  O12 0.960
37 H -22.795 -11.515 -12.730  O1 0.957
38 H -23.946 -2.576 -8.003  O7 0.960
39 H -35.457 -6.961 -14.447  C32 1.090
40 H -18.436 -6.153 -18.735  C21 1.090
41 H -18.978 -5.493 -20.661  O4 0.960
42 H -34.102 -9.042 -14.095  C26 1.090
43 H -29.573 -1.841 -12.795  O8 0.957
44 H -33.126 -2.111 -18.290  C30 1.090
45 H -35.936 -6.998 -16.391  O5 0.960
46 H -34.537 -1.747 -17.304  C30 1.090
47 H -33.942 0.803 -20.319  O17 0.960
48 H -36.544 -8.396 -14.101  C32 1.090
49 H -29.418 -8.621 -20.262  O9 0.957
50 H -28.996 -0.734 -11.938  O8 0.957
51 H -34.823 -9.839 -15.463  C26 1.090
52 H -28.311 -13.524 -15.984  C27 1.090
53 H -28.102 -8.082 -20.783  O9 0.957
54 H -22.699 -6.147 -5.143  O10 0.960
55 H -25.347 -6.890 -13.406  C25 1.090
56 H -18.445 -4.405 -18.458  C21 1.090
57 H -20.897 -9.290 -9.330  O15 0.957
58 H -27.210 -6.111 -12.615  C29 1.090
59 H -24.123 -6.108 -7.585  C31 1.090
60 H -20.902 -6.217 -17.991  C22 1.090
61 H -26.567 -1.586 -19.768  O13 0.960
62 H -30.818 -15.254 -14.871  O11 0.960
63 H -34.596 -2.490 -20.074  O2 0.960
64 H -27.769 -7.791 -13.297  C29 1.090
65 H -29.314 -13.381 -13.539  C23 1.090
66 H -19.713 -5.887 -16.796  C22 1.090
67 H -28.428 1.233 -18.010  C20 1.090
68 H -29.938 -13.160 -17.669  O16 0.960
69 H -35.093 0.211 -18.733  C19 1.090
70 H -33.393 0.254 -18.069  C19 1.090
71 H -26.576 -7.745 -15.777  O18 0.960
72 H -24.579 -5.691 -5.956  C31 1.090
73 H -26.719 1.320 -18.304  C20 1.090
74 H -27.649 -0.972 -17.486  C28 1.090
75 H -22.421 -4.156 -7.565  C24 1.090
76 H -29.136 -6.507 -14.497  O6 0.960
77 H -23.295 -3.616 -6.072  C24 1.090
78 H -23.967 -11.469 -13.687  O1 0.957
79 H -26.014 -5.761 -14.608  C25 1.090
80 H -29.498 -12.147 -15.721  C27 1.090
81 H -28.465 -1.103 -19.049  C28 1.090
82 H -28.618 1.131 -20.391  O14 0.960

E_LUMO: -0.01 eV
structure (SMILES): OCCO.OCCO.OCCO.OCCO.OCCO.OCCO.OCCO.O.O.O.O
Kohn-Sham gap: 9.852 eV
charge: 0